{"formula": "C27H50FN2O32S8", "method": "ωB97M-V/def2-TZVPD", "fmax_ha_per_bohr": 0.069, "total_charge": 1, "gap_ha": 0.270, "species": ["C", "C", "C", "N", "C", "C", "C", "C", "N", "C", "C", "F", "C", "C", "H", "H", "H", "H", "H", "H", "H", "H", "H", "H", "H", "H", "H", "H", "H", "H", "H", "H", "C", "C", "O", "S", "O", "O", "O", "H", "H", "H", "H", "C", "C", "O", "S", "O", "O", "O", "H", "H", "H", "H", "C", "C", "O", "S", "O", "O", "O", "H", "H", "H", "H", "C", "C", "O", "S", "O", "O", "O", "H", "H", "H", "H", "C", "C", "O", "S", "O", "O", "O", "H", "H", "H", "H", "C", "C", "O", "S", "O", "O", "O", "H", "H", "H", "H", "C", "C", "O", "S", "O", "O", "O", "H", "H", "H", "H", "C", "C", "O", "S", "O", "O", "O", "H", "H", "H", "H"], "coordinates": [[-4.519766, 2.116367, 0.564930], [-3.656911, 3.342475, 0.041626], [-2.191023, 2.816715, -0.230867], [-1.105967, 3.615078, 0.487331], [-0.617788, 2.717955, 1.526507], [0.414036, 1.721908, 1.166474], [0.846693, 0.800920, 2.238971], [0.231311, 0.931197, 3.562338], [-0.704507, 1.915437, 3.819687], [-1.164591, 2.812249, 2.883705], [-2.238789, 3.896252, 3.174774], [-3.452527, 3.215347, 3.448222], [-1.913026, 4.776029, 4.460722], [-3.172444, 5.750958, 4.622077], [-5.570689, 2.468157, 0.756747], [-4.137617, 1.676705, 1.524368], [-4.550584, 1.293460, -0.201924], [-4.076472, 3.693730, -0.941551], [-3.729650, 4.135305, 0.825100], [-2.146563, 1.747920, 0.130935], [-1.912278, 2.792323, -1.314137], [-0.342450, 3.824311, -0.157021], [0.836231, 1.664566, 0.132632], [1.612585, 0.015567, 2.024312], [0.544515, 0.228684, 4.367331], [-1.124624, 1.979073, 4.754526], [-2.336505, 4.637936, 2.334944], [-1.015651, 5.438722, 4.289827], [-1.833008, 4.163145, 5.395006], [-2.993837, 6.565112, 5.365222], [-4.086440, 5.141391, 4.867454], [-3.384512, 6.211686, 3.612633], [-0.319682, -3.551001, 1.456882], [-0.984684, -3.699882, 0.101892], [-0.379395, -2.691839, -0.715400], [1.149411, -2.479103, -0.247847], [1.990975, -3.233169, -1.104425], [1.350558, -1.086912, 0.001162], [1.049469, -3.245808, 1.169553], [-0.745373, -2.714200, 2.017400], [-0.390147, -4.458760, 2.053960], [-2.062883, -3.560199, 0.150181], [-0.764522, -4.673271, -0.343064], [4.465567, -3.967718, 4.043687], [3.183255, -3.193483, 4.274376], [2.249171, -4.159742, 4.757342], [3.045533, -5.279217, 5.616394], [2.937615, -4.944373, 6.995556], [2.699204, -6.559885, 5.107976], [4.535342, -4.905956, 5.121572], [4.424186, -4.527648, 3.105726], [5.343663, -3.323046, 4.041315], [2.813270, -2.722341, 3.364434], [3.313993, -2.433256, 5.050825], [-6.210454, 1.612466, -5.130518], [-6.481625, 2.346976, -3.835663], [-5.935077, 1.502545, -2.815081], [-4.648803, 0.726394, -3.402331], [-3.474936, 1.438374, -3.004015], [-4.820066, -0.666783, -3.170476], [-4.910590, 1.025038, -4.962660], [-6.929540, 0.808799, -5.286908], [-6.219449, 2.278460, -5.991918], [-7.543435, 2.516845, -3.669299], [-5.951374, 3.302832, -3.802723], [-10.384693, -2.623777, -4.361471], [-9.490252, -2.780261, -5.576092], [-9.743183, -1.617269, -6.369130], [-10.087773, -0.377366, -5.396619], [-8.898666, 0.392072, -5.210553], [-11.312272, 0.200826, -5.819875], [-10.350171, -1.227446, -4.050626], [-11.417409, -2.896255, -4.591624], [-10.036131, -3.211629, -3.513957], [-9.707924, -3.685128, -6.140036], [-8.434100, -2.774019, -5.293354], [7.250152, -1.804228, 7.862730], [8.174321, -2.996781, 8.022932], [8.305703, -3.538391, 6.707810], [8.215574, -2.336846, 5.632342], [9.536262, -1.958355, 5.268035], [7.219479, -2.677233, 4.667528], [7.620240, -1.205558, 6.618383], [6.205646, -2.120053, 7.792065], [7.356889, -1.087250, 8.674883], [7.776139, -3.743257, 8.707708], [9.166079, -2.685721, 8.361503], [-1.418560, 0.258195, -5.587008], [-0.520211, -0.952734, -5.423963], [-0.367427, -1.475910, -6.744573], [-0.410173, -0.258806, -7.805094], [0.930725, 0.102284, -8.128203], [-1.382212, -0.559327, -8.795180], [-1.007308, 0.867233, -6.813455], [-2.466071, -0.036931, -5.687115], [-1.318392, 0.960540, -4.761024], [-0.947607, -1.701872, -4.759908], [0.469243, -0.665298, -5.057570], [5.692254, 3.007717, 4.887792], [5.432453, 3.754304, 6.183865], [6.005381, 2.933049, 7.200924], [7.297697, 2.163544, 6.597315], [8.463059, 2.890239, 6.960977], [7.152757, 0.765652, 6.847237], [6.994861, 2.444750, 5.033976], [4.979808, 2.188673, 4.752976], [5.657448, 3.664112, 4.019358], [4.370969, 3.910752, 6.368973], [5.948696, 4.717877, 6.195415], [4.185393, -1.360711, -9.940540], [3.910403, -0.626267, -8.643067], [4.454630, -1.468663, -7.621988], [5.744211, -2.245651, -8.207939], [6.913817, -1.538706, -7.810771], [5.573006, -3.637803, -7.974340], [5.480629, -1.944728, -9.772992], [3.465534, -2.167772, -10.098786], [4.176718, -0.694568, -10.801757], [2.848024, -0.457190, -8.476428], [4.440009, 0.330129, -8.610493]], "atomic_forces_ev_per_a": [[-0.43, 0.34, -0.38], [-0.14, -1.42, -0.15], [-0.21, 0.15, -0.04], [-0.13, -1.71, 0.98], [1.31, -0.42, 0.22], [-0.92, -0.21, 3.31], [-1.68, 1.86, 0.19], [0.87, 0.17, -2.24], [0.23, -0.18, -0.99], [0.97, -0.25, -2.64], [0.87, 0.40, 2.01], [0.93, 0.46, -0.54], [-1.28, 0.76, -0.49], [0.05, -0.60, -0.66], [0.94, -0.48, -0.21], [-0.15, 0.56, -0.85], [0.00, 0.82, 0.70], [0.26, -0.11, 1.15], [0.37, -0.43, -0.93], [0.00, 1.01, -0.49], [-0.56, 0.12, 0.85], [-0.26, -0.16, 0.25], [-0.49, 0.00, 1.13], [-0.93, 0.84, 0.39], [-0.60, 0.91, -0.54], [0.30, -0.14, -0.43], [0.01, -1.37, 0.52], [-0.69, -1.08, 0.17], [0.25, 0.41, -0.83], [-0.17, -0.83, -0.57], [0.97, 0.77, 0.03], [0.28, -0.25, 1.09], [-0.54, 0.13, 0.25], [0.01, -0.70, 0.06], [0.50, 0.58, 0.48], [-0.49, -0.82, -0.11], [0.07, 0.55, 0.29], [0.07, -0.20, -0.23], [0.09, 0.21, -0.60], [-0.03, -0.04, -0.01], [0.27, 0.04, -0.06], [0.10, 0.23, -0.15], [-0.04, 0.01, 0.07], [0.08, 0.14, -0.75], [0.34, 0.39, 0.28], [0.13, -0.46, -0.09], [0.49, 0.11, -0.19], [-0.01, -0.27, -0.30], [-0.17, 0.33, 0.30], [-0.75, 0.19, 0.43], [-0.05, 0.03, 0.02], [-0.07, -0.26, 0.23], [-0.16, -0.24, 0.01], [0.07, 0.01, -0.04], [-0.76, -0.20, -0.22], [0.12, 0.64, -0.36], [0.48, -0.69, -0.17], [-1.04, 0.54, -0.67], [0.01, -0.52, 0.02], [0.46, 0.33, 0.30], [0.59, 0.14, 0.89], [0.19, 0.19, 0.02], [0.29, -0.07, 0.04], [0.07, -0.26, 0.17], [-0.05, -0.01, -0.02], [-0.40, -0.48, -0.20], [0.49, -0.23, 0.37], [-0.45, 0.48, 0.37], [-0.27, -0.79, 0.00], [-0.66, 0.02, 0.05], [0.53, 0.17, 0.01], [0.52, 0.37, -0.48], [0.05, -0.02, 0.00], [0.03, 0.26, 0.06], [-0.09, 0.22, -0.17], [-0.04, -0.07, 0.02], [-0.40, -0.31, 0.22], [0.36, 0.34, 0.39], [-0.44, 0.21, -0.57], [0.10, 0.01, 1.14], [-0.50, -0.02, -0.34], [0.48, 0.11, 0.00], [1.14, -3.24, -0.85], [0.03, -0.02, 0.06], [0.09, 0.14, -0.24], [-0.02, -0.12, -0.26], [-0.06, 0.01, 0.05], [-0.47, -0.29, 0.29], [0.39, 0.31, 0.41], [-0.38, 0.43, -0.45], [-0.30, -0.11, 0.53], [-0.61, 0.08, -0.14], [0.49, 0.03, 0.05], [0.58, -0.40, -0.25], [0.03, 0.01, 0.03], [0.05, 0.11, -0.21], [-0.02, -0.11, -0.26], [-0.05, -0.01, 0.05], [-0.45, -0.15, -0.03], [0.21, 0.52, -0.19], [0.05, -0.50, -0.40], [-0.09, 0.21, 0.07], [-0.19, -0.41, -0.13], [-0.50, 3.31, 0.41], [0.06, 0.19, 0.55], [-0.02, 0.04, 0.00], [0.25, -0.07, 0.03], [0.08, -0.17, 0.19], [-0.07, 0.00, -0.07], [-0.54, -0.15, -0.01], [0.04, 0.58, -0.28], [0.25, -0.63, -0.32], [-0.30, 0.31, -0.22], [-0.14, -0.42, -0.10], [0.20, 0.35, 0.15], [0.19, 0.17, 0.62], [-0.01, 0.06, 0.00], [0.24, -0.08, 0.04], [0.30, -0.23, 0.14], [-0.02, -0.02, -0.06]]}